ORCA calculation (ωB97M-V/def2-TZVPD) on a cluster of 13 separate species, C65H64F4N8O in total.

```
142
Properties=species:S:1:pos:R:3:forces:R:3
N -5.1540 0.3385 -0.0655 0.6 0.4 -0.3
C -5.5342 0.1340 -1.3372 0.0 -0.7 0.9
C -6.2758 -0.9772 -1.6994 -0.1 0.2 -0.1
C -6.6692 -1.8530 -0.6963 0.0 -0.6 0.5
C -6.2677 -1.6486 0.6131 0.2 0.8 -0.1
C -5.4503 -0.5420 0.8760 -1.0 -0.4 -0.1
H -5.1698 0.8448 -2.0600 -0.2 0.2 -0.1
H -6.5843 -1.0987 -2.7287 0.1 -0.2 0.0
H -7.2541 -2.7524 -0.8481 -0.2 0.2 -0.5
H -6.6684 -2.2508 1.4160 0.3 -0.2 0.0
H -5.1039 -0.3470 1.8833 0.1 0.1 0.0
N 4.1896 3.0569 0.0121 -0.1 -0.2 -0.5
C 2.8992 3.2243 0.3012 -0.6 -0.2 0.5
C 1.8718 3.2771 -0.6313 0.9 0.3 -1.1
C 2.2598 3.1513 -1.9660 -0.7 -0.3 -0.3
C 3.5653 2.8561 -2.3137 0.2 0.0 1.1
C 4.4966 2.8487 -1.2724 -0.1 0.5 -0.3
H 2.6333 3.2748 1.3530 0.2 0.2 0.1
H 0.8310 3.4579 -0.4159 0.1 -0.1 0.4
H 1.5124 3.2500 -2.7460 0.0 0.0 0.0
H 3.8585 2.5951 -3.3203 0.1 0.3 -0.1
H 5.5460 2.7596 -1.5263 0.1 -0.3 0.2
N 1.5038 -2.3515 -2.8276 0.2 0.7 -0.1
C 2.4937 -2.9653 -3.4573 -0.3 -1.0 -0.9
C 3.3692 -2.3683 -4.3560 -0.4 0.5 0.5
C 3.3025 -0.9896 -4.4375 0.1 0.2 -0.7
C 2.2901 -0.2842 -3.7872 0.7 -0.5 0.5
C 1.4065 -1.0199 -3.0155 0.0 -0.5 0.7
H 2.5372 -4.0481 -3.3724 0.0 0.0 0.4
H 4.0390 -2.9740 -4.9474 0.3 0.1 0.2
H 4.0270 -0.4648 -5.0509 -0.1 0.1 0.0
H 2.3392 0.7934 -3.7428 -0.4 0.1 -0.2
H 0.6178 -0.5790 -2.4150 0.0 0.4 -0.2
N 6.7379 -1.4500 -1.1055 -0.6 0.8 0.3
C 7.3871 -1.3687 0.0520 0.9 0.4 0.2
C 6.9099 -0.7849 1.2291 -0.1 -0.1 -0.9
C 5.6676 -0.1846 1.1630 -0.2 0.1 0.1
C 4.9703 -0.1733 -0.0459 0.5 -0.8 0.8
C 5.5419 -0.8393 -1.1254 -0.4 0.2 0.0
H 8.4352 -1.6548 0.0271 -0.1 -0.6 0.0
H 7.5296 -0.7840 2.1131 -0.1 0.0 0.1
H 5.2272 0.2751 2.0403 0.0 0.1 0.0
H 3.9629 0.2165 -0.0333 0.0 0.2 -0.5
H 4.9806 -0.8394 -2.0542 0.2 -0.3 -0.2
N -0.2629 4.9670 -3.3824 -0.3 -0.1 0.2
C -1.3061 4.2618 -2.9379 0.1 -0.1 0.8
C -2.1525 4.6708 -1.9155 0.4 0.2 -0.8
C -1.9650 5.9415 -1.3830 -1.3 -0.4 -0.4
C -0.9642 6.7409 -1.9022 0.2 -0.4 0.5
C -0.1080 6.1778 -2.8388 0.1 0.1 -0.5
H -1.5095 3.2630 -3.3038 0.5 0.1 -0.6
H -2.9590 3.9863 -1.6984 0.0 0.3 0.6
H -2.7348 6.2982 -0.7086 0.4 0.2 0.3
H -0.8280 7.7453 -1.5267 0.1 0.0 -0.1
H 0.7268 6.7512 -3.2245 0.0 0.0 0.0
N -0.8165 -5.8248 0.8307 0.2 -0.1 -0.5
C -0.9205 -4.8614 1.7456 0.3 0.1 0.0
C -1.9557 -3.9411 1.7828 -0.9 -0.1 -0.6
C -2.8787 -4.0126 0.7448 -0.6 -0.5 -0.3
C -2.7454 -4.9593 -0.2622 0.2 -0.8 0.3
C -1.7101 -5.8897 -0.1626 0.3 1.1 0.4
H -0.0923 -4.8022 2.4416 -0.1 -0.1 0.3
H -2.1476 -3.2255 2.5698 0.6 0.0 0.2
H -3.7864 -3.4214 0.6927 0.2 0.4 0.3
H -3.4859 -5.0989 -1.0391 0.0 0.3 -0.1
H -1.5225 -6.6101 -0.9464 -0.1 -0.3 0.1
N -1.8785 -1.3160 4.2698 -0.3 -0.5 -0.2
C -2.6715 -1.0501 5.3059 0.1 0.5 0.3
C -3.5256 0.0465 5.3561 0.3 -0.1 -0.3
C -3.5838 0.8362 4.2275 -0.3 0.7 -0.1
C -2.8175 0.5497 3.1107 -0.5 -0.1 0.4
C -1.9863 -0.5615 3.1759 -0.1 0.5 0.0
H -2.6123 -1.6915 6.1779 0.2 -0.2 -0.1
H -4.0886 0.3118 6.2396 -0.1 -0.2 0.0
H -4.2267 1.7112 4.2030 0.0 -0.1 0.1
H -2.9540 1.1886 2.2488 0.4 -0.2 -0.2
H -1.3955 -0.8301 2.3114 0.2 -0.1 0.1
N -0.3145 1.1238 0.5199 -0.8 0.0 0.1
C -1.4724 0.7841 -0.0739 0.7 -0.6 0.0
C -1.7871 -0.5365 -0.4122 0.7 1.1 -0.4
C -0.8342 -1.4994 -0.1550 -0.1 -0.9 -0.3
C 0.3549 -1.1883 0.4930 -0.8 0.4 0.4
C 0.5320 0.1444 0.8500 0.5 -0.1 -0.8
H -2.1609 1.5585 -0.3904 0.1 0.3 0.3
H -2.6363 -0.6855 -1.0637 -0.2 -0.4 0.3
H -1.0254 -2.5044 -0.5092 0.2 -0.1 0.1
H 1.0584 -1.9592 0.7744 0.2 0.0 -0.2
H 1.4912 0.4412 1.2628 -0.1 0.2 0.3
C -5.4127 3.6195 -1.0617 -0.3 -0.9 0.1
O -4.5269 3.1115 -0.0874 0.1 0.1 0.4
H -6.4050 3.1581 -0.9859 0.0 0.1 0.2
H -5.5242 4.6921 -0.9230 0.1 0.1 -0.2
H -5.0582 3.3567 -2.0642 0.1 0.4 -0.1
H -4.7338 2.1740 0.1129 0.1 0.2 -0.3
F 5.9127 -5.6267 1.9891 0.2 0.2 -0.3
C 4.8438 -5.2520 1.2467 -0.5 -0.4 0.6
C 4.8646 -4.0971 0.5116 0.0 0.7 -0.8
C 3.7057 -3.6899 -0.1624 -0.1 -0.2 0.9
C 2.5229 -4.4171 -0.0204 0.8 0.1 -0.4
C 2.5610 -5.6140 0.6814 -0.2 -0.6 0.8
C 3.7075 -6.0396 1.3577 0.3 0.8 -0.5
H 5.7533 -3.4837 0.4265 0.1 -0.2 0.2
H 3.7112 -2.7384 -0.6774 0.0 -0.1 -0.2
H 1.6264 -4.0483 -0.5032 -0.1 -0.2 0.0
H 1.6690 -6.2183 0.7962 -0.1 0.1 -0.1
H 3.7905 -6.9030 2.0024 -0.4 -0.2 -0.1
F -1.0689 4.9529 5.7160 -0.1 -0.1 -0.1
C -0.8647 4.9763 4.3790 -0.2 0.4 0.0
C -0.0394 5.9604 3.8742 0.5 -0.2 -0.2
C 0.2172 5.9557 2.5045 -0.1 0.3 0.3
C -0.4504 5.0808 1.6720 0.1 -0.1 -0.3
C -1.3132 4.1273 2.1917 0.3 -0.1 0.3
C -1.5178 4.0682 3.5684 -0.2 0.0 -0.1
H 0.4341 6.6669 4.5416 0.0 0.0 0.0
H 0.9450 6.6281 2.0676 -0.1 0.2 0.1
H -0.2757 5.1786 0.6085 0.0 -0.3 0.0
H -1.7440 3.3738 1.5455 -0.2 0.2 0.0
H -2.2165 3.3653 4.0017 0.2 -0.1 0.1
F 1.0778 -4.2229 4.5760 -0.4 -0.4 0.2
C 2.3533 -3.8832 4.4029 1.3 1.1 -0.6
C 2.6483 -2.9061 3.4643 -0.1 0.3 -0.9
C 3.9667 -2.5208 3.1961 -0.7 -0.8 0.8
C 4.9650 -3.1085 3.9476 0.9 0.2 0.0
C 4.6922 -4.0667 4.9129 -0.6 -0.2 -0.2
C 3.3761 -4.4617 5.1259 -0.4 -0.5 0.3
H 1.8438 -2.5102 2.8540 -0.1 0.0 0.2
H 4.2546 -1.8574 2.3949 -0.4 0.1 0.0
H 5.9861 -2.8150 3.7277 0.1 -0.2 0.1
H 5.4629 -4.5893 5.4601 0.2 0.2 0.0
H 3.1129 -5.2583 5.8129 0.2 0.1 0.1
F -2.8506 1.1515 -2.6646 0.1 -0.1 -0.3
C -2.9716 1.2842 -4.0032 -0.3 0.3 -0.8
C -1.9290 0.9726 -4.8608 0.7 0.0 0.6
C -2.0248 1.1722 -6.2320 -0.5 0.0 0.3
C -3.2072 1.6875 -6.7511 -0.1 0.1 0.2
C -4.2610 2.0030 -5.8912 1.2 -0.2 -0.8
C -4.1385 1.8058 -4.5215 -1.2 0.2 -0.5
H -0.9738 0.6662 -4.4479 -0.1 -0.2 0.1
H -1.1581 0.9240 -6.8271 -0.1 0.1 -0.2
H -3.3495 1.9159 -7.7988 0.3 -0.2 -0.1
H -5.1083 2.4416 -6.4002 -0.4 0.0 0.6
H -5.0293 2.0663 -3.9636 0.3 -0.1 0.6
```
Forces are in eV/Å.

HOMO energy: -8.715 eV
E_tot: -93279.25969 eV
Lowest unoccupied orbital energy: 0.33 eV
2S+1: 1